This record from the OMol25 dataset describes C20H29N3O3S in the gas phase in a non-equilibrium geometry. The level of theory is ωB97M-V/def2-TZVPD.

Last column: Löwdin charge in e.
Element x y z (Å)
C 3.53237 1.34195 -2.40929  -0.08
H 4.17422 0.54703 -2.78440  0.07
H 2.67483 0.90078 -1.90777  0.03
H 3.16765 1.91645 -3.25720  0.07
C 4.32551 2.25167 -1.47433  -0.26
N 4.88073 1.50391 -0.35644  -0.20
C 3.94162 1.24448 0.72194  -0.17
H 2.92537 1.33513 0.33442  0.11
C 4.12208 -0.18409 1.24536  -0.14
N 3.72464 -1.11514 0.21672  0.08
C 2.86119 -2.11605 0.43208  -0.57
O 2.47011 -2.44828 1.53931  0.03
C 2.35166 -2.77426 -0.82526  -0.21
H 3.05412 -2.70408 -1.65198  0.09
H 2.04944 -3.80342 -0.65653  0.10
S 0.81361 -1.82091 -1.33234  0.97
O 1.12431 -0.41809 -1.04670  -0.52
C -0.24760 -2.43347 0.08092  -0.23
C -1.20014 -1.37109 0.43961  -0.30
C -1.00178 -0.29414 1.26256  -0.24
O -2.14217 0.43776 1.25089  0.13
C -2.98286 -0.21441 0.41597  -0.28
N -2.45741 -1.29343 -0.08993  0.20
C -4.31395 0.28869 0.16742  -0.15
C -5.16409 -0.40231 -0.69662  -0.01
C -6.43668 0.07002 -0.93695  -0.04
C -6.89604 1.23526 -0.32857  -0.28
C -6.04324 1.91805 0.53059  -0.04
C -4.76616 1.45600 0.77980  -0.01
H -4.11041 1.99423 1.44744  0.11
H -6.38493 2.82467 1.00976  0.11
C -8.28837 1.72508 -0.58375  -0.05
H -8.39065 2.77199 -0.30892  0.07
H -8.55246 1.60706 -1.63268  0.08
H -9.00038 1.14695 0.00626  0.08
H -7.09064 -0.46910 -1.60751  0.11
H -4.80176 -1.30329 -1.16515  0.11
C 0.14888 0.13958 2.08820  0.02
H 0.68951 0.94023 1.58346  0.08
H -0.19884 0.51145 3.05028  0.09
H 0.82804 -0.69540 2.24022  0.07
H 0.40392 -2.67617 0.91798  0.08
H -0.76293 -3.31299 -0.29600  0.10
H 3.93239 -0.80584 -0.72134  0.12
H 3.49889 -0.36483 2.12380  0.12
H 5.16874 -0.36018 1.51528  0.12
H 4.05406 1.94957 1.55755  0.12
C 6.17640 1.97651 0.09251  -0.25
C 6.23035 3.42639 0.59014  -0.08
H 5.55319 3.57739 1.42762  0.06
H 7.23875 3.66130 0.92051  0.07
H 5.95671 4.11812 -0.20268  0.06
H 6.87339 1.86165 -0.74360  0.12
H 6.51071 1.31288 0.89390  0.11
H 5.15959 2.68112 -2.03460  0.11
H 3.68421 3.08118 -1.13835  0.12

## Properties
Gap between HOMO and LUMO   8.5 eV
DFT total energy   -1567.68341 a.u.
Total charge   0